Entry 1:
19
Properties=species:S:1:pos:R:3:nbo_charge:R:1 method="wB97M-V/def2-TZVPD" orbital_gap_ev="4.21 / 4.59" multiplicity=3
C 0.0408 1.5692 2.1176 -0.299
C 0.7154 0.3371 1.8018 -0.161
C -0.8477 1.8241 1.1199 0.128
C 0.1357 -0.1091 0.6246 0.306
C -0.8236 -0.8208 -1.5529 0.370
C -1.5932 0.3183 -0.8810 -0.324
C 0.4258 -1.2026 -0.4051 -0.357
C 1.7951 -1.1643 -1.0324 -0.635
N -0.7739 0.7893 0.2104 -0.353
O -1.1463 -1.3612 -2.5638 -0.626
H 0.1953 2.2129 2.9130 0.229
H 1.4433 -0.1596 2.2903 0.219
H -1.3977 2.6854 1.1503 0.221
H -1.8545 1.0764 -1.4868 0.207
H -2.5415 -0.1967 -0.6787 0.221
H 0.2190 -2.3516 -0.1363 0.201
H 1.5892 -1.5121 -2.0806 0.251
H 2.3571 -1.7734 -0.3656 0.202
H 2.0617 -0.1613 -1.0448 0.199



Entry 2:
21
Properties=species:S:1:pos:R:3:nbo_charge:R:1 method="wB97M-V/def2-TZVPD" orbital_gap_ev="6.96 / 6.96"
C 2.7182 1.8871 -0.0372 -0.158
C 2.2833 1.4738 -1.3566 -0.219
C 1.6953 1.8755 0.9409 -0.221
C 0.9994 1.0363 -1.6192 -0.135
C 0.3768 1.4694 0.7040 -0.168
C 0.0332 0.9888 -0.6017 -0.210
C -1.2570 0.5539 -1.1104 -0.237
C -2.4441 -2.0197 0.4388 -0.467
N -1.9112 -0.7462 0.9111 -0.687
O -3.8490 0.0927 -0.5971 -0.894
O -3.0050 2.2271 0.0956 -0.856
S -2.6704 0.8366 -0.2768 2.085
H 3.7742 2.0663 0.2481 0.237
H 3.0771 1.3258 -2.1470 0.226
H 1.8283 2.2707 1.9596 0.224
H 0.6069 0.8839 -2.5959 0.234
H -0.4877 1.6458 1.3113 0.237
H -1.7819 -2.4208 -0.3615 0.183
H -2.4923 -2.7670 1.2628 0.211
H -3.3847 -1.6862 0.0081 0.256
H -0.8995 -0.7420 0.9048 0.358



Entry 3:
21
Properties=species:S:1:pos:R:3:nbo_charge:R:1 method="wB97M-V/def2-TZVPD" orbital_gap_ev=7.37 smiles="[O-]/[N+](O)=C1/C=CC=CC1.C=C=O"
O -0.8459 2.9970 -0.7122 -0.525
N -0.4857 2.0727 0.0487 0.353
O 0.3983 2.4731 1.0684 -0.582
C -0.6531 0.7484 -0.0760 0.129
C -0.0110 -0.1225 0.8593 -0.227
C -0.1840 -1.4896 0.6785 -0.180
C -1.0725 -1.9430 -0.3424 -0.253
C -1.7051 -1.1489 -1.2076 -0.108
C -1.5193 0.3102 -1.1613 -0.509
H 0.2773 3.4041 1.1964 0.496
H 0.5845 0.4274 1.4779 0.235
H 0.2782 -2.2486 1.3167 0.224
H -1.1441 -3.0014 -0.5142 0.215
H -2.1568 -1.4193 -2.0891 0.208
H -0.9263 0.4884 -2.0851 0.258
H -2.2219 1.0644 -1.3521 0.270
C 2.9093 1.2449 -0.2073 -0.788
C 2.0886 0.4365 -0.8870 0.743
O 1.4445 -0.2038 -1.6022 -0.478
H 2.5928 1.4733 0.7301 0.251
H 3.6515 1.8105 -0.7677 0.268



Entry 4:
25
Properties=species:S:1:pos:R:3:nbo_charge:R:1 method="wB97M-V/def2-TZVPD" charge=+2 orbital_gap_ev=9.74
Sr -0.4207 0.2707 -0.5816 1.730
C -0.0561 2.3774 0.9687 0.413
O 0.1452 3.3064 1.5938 -0.362
C -0.2538 2.8234 -1.6747 0.401
O -0.0937 3.9530 -1.8039 -0.395
C -2.7441 1.5568 -1.1199 0.414
O -3.7344 2.1380 -1.1479 -0.357
C 2.0099 1.4321 -0.9578 0.430
O 2.9872 2.0200 -0.8505 -0.382
C -0.0746 -0.9618 -3.6213 -0.422
H 0.8848 -1.4811 -3.4562 0.228
H -0.9899 -1.5770 -3.5514 0.220
C -0.1280 0.3574 -3.8797 -0.419
H -1.0773 0.8772 -4.0254 0.212
H 0.7719 0.9679 -3.9685 0.218
N -0.3262 -2.0618 3.6985 -0.669
C 0.9020 -2.0539 2.8251 -0.338
C 0.5289 -1.2568 1.6186 0.744
O -0.6904 -0.8556 1.6050 -0.847
O 1.3741 -0.9984 0.7071 -0.738
H -0.4916 -1.1463 4.1379 0.452
H -0.2074 -2.7632 4.4400 0.453
H -1.1668 -2.2440 3.1252 0.470
H 1.7327 -1.5924 3.3674 0.272
H 1.1183 -3.0881 2.5515 0.271



Calculated energy relative to the best compared isomer or geometry (same formula, charge and spin), 39.80 634.86 616.25 0.00 kJ/mol (same order as the records).